1 | Molecular formula: C7H16N2O
Method: DFT, wB97M-V/def2-TZVPD

Output
LUMO energy (alpha / beta) (eV): -0.12 / -0.12
Frontier orbital gap (alpha / beta) (eV): 6.7 / 6.7

Last column: Löwdin charge in e.
Atoms and positions in Å:
C 1.330 0.638 0.439  -0.34
C 1.483 -2.132 0.579  -0.04
C 1.450 1.975 -0.274  -0.09
N 1.884 -2.269 -0.657  0.04
O 0.971 0.897 1.780  -0.06
H 0.917 0.065 2.259  0.07
H 2.298 0.140 0.350  0.09
H 1.186 -1.608 -1.416  0.07
H 2.888 -2.223 -0.805  0.10
H 0.423 -2.202 0.772  0.07
H 2.169 -2.131 1.418  0.09
H 2.211 2.583 0.224  0.08
H 0.511 2.528 -0.264  0.07
H 1.749 1.823 -1.310  0.08
C -1.409 0.484 -0.047  -0.41
C -2.017 -0.609 0.842  -0.07
C -2.393 0.932 -1.132  -0.07
C -0.143 -0.037 -0.678  -0.35
N 0.091 -0.689 -1.667  0.09
H -1.163 1.332 0.592  0.12
H -2.640 0.098 -1.788  0.08
H -2.232 -1.504 0.255  0.08
H -1.342 -0.876 1.656  0.06
H -2.946 -0.252 1.288  0.08
H -3.311 1.307 -0.674  0.07
H -1.964 1.727 -1.742  0.08



2 | Molecular formula: C7H16N2O
Method: DFT, wB97M-V/def2-TZVPD

Output
LUMO energy (eV): 0.82
Frontier orbital gap (eV): 9.0

Last column: Löwdin charge in e.
Atoms and positions in Å:
H -1.044 -1.226 -3.041  0.06
N -1.130 -1.330 -2.027  0.12
C -1.043 -0.252 -1.383  -0.34
C -0.750 1.123 -1.887  -0.06
C -1.508 -0.255 0.282  -0.44
C -1.873 -1.666 0.674  -0.05
O -2.256 0.676 0.543  0.00
H -0.450 1.740 -1.035  0.05
H -1.630 1.604 -2.318  0.09
H 0.074 1.171 -2.600  0.08
H -0.993 -2.303 0.665  0.07
H -2.593 -2.064 -0.035  0.08
H -2.324 -1.663 1.667  0.08
C 2.226 -1.222 -0.017  -0.11
C 1.914 0.212 0.284  -0.13
N 0.391 0.435 1.116  -0.07
C 0.305 1.792 1.626  -0.16
H 3.286 -1.301 -0.278  0.08
H 2.080 -1.860 0.854  0.07
H 1.646 -1.565 -0.873  0.06
H 1.936 0.854 -0.594  0.09
H 2.571 0.615 1.059  0.09
H 0.328 -0.218 1.897  0.10
H -0.241 2.563 1.081  0.07
H 1.258 2.325 1.738  0.07
H -0.181 1.815 2.603  0.09



3 | Molecular formula: C7H16N2O
Method: DFT, wB97M-V/def2-TZVPD

Output
LUMO energy (eV): 0.64
Frontier orbital gap (eV): 9.8

Last column: Löwdin charge in e.
Atoms and positions in Å:
C -3.078 0.754 0.172  -0.10
C -1.593 1.098 0.221  -0.21
C -0.610 -0.004 -0.224  -0.59
C -0.845 -1.287 0.579  -0.04
C -0.768 -0.291 -1.726  -0.04
N 0.727 0.529 0.101  -0.01
C 1.874 -0.154 -0.451  -0.21
C 3.141 0.175 0.255  -0.23
N 3.831 1.125 0.622  0.08
H -3.401 0.461 -0.837  0.07
H -3.334 -0.063 0.862  0.07
H -3.676 1.628 0.466  0.08
H -1.414 1.982 -0.415  0.11
H -1.317 1.391 1.245  0.12
H -1.823 -1.722 0.335  0.08
H -0.089 -2.051 0.351  0.07
H -0.816 -1.080 1.658  0.09
H -0.550 0.612 -2.318  0.09
H -0.092 -1.093 -2.055  0.08
H -1.790 -0.619 -1.963  0.08
H 0.776 1.511 -0.155  0.12
H 1.741 -1.246 -0.382  0.12
H 2.064 0.077 -1.519  0.13
O 3.756 -0.891 1.595  -0.21
H 2.935 -1.284 1.911  0.03
H 4.349 0.443 1.674  0.22



Short version: 1 is the least stable of them.



1 | Molecular formula: C8H13N2
Method: DFT, wB97M-V/def2-TZVPD

Output
LUMO energy (eV): -3.72
Charge: +1
Frontier orbital gap (eV): 8.2

Last column: Löwdin charge in e.
Atoms and positions in Å:
C 1.106 -2.166 -0.026  -0.05
C -0.308 -2.004 0.256  -0.10
C 2.046 -1.228 0.208  -0.06
C -0.926 -0.865 0.280  -0.03
C -2.878 0.472 -0.270  0.06
C -2.218 -0.302 0.599  -0.15
C 0.579 0.864 0.062  -0.44
C 0.532 1.110 -1.408  -0.01
N 0.137 1.779 0.902  0.14
N 1.852 0.248 0.406  0.10
H 1.628 -3.121 -0.109  0.12
H -1.007 -2.892 0.194  0.15
H 3.071 -1.582 0.422  0.13
H -3.861 0.815 -0.135  0.06
H -2.592 0.492 -1.246  0.03
H -2.527 -0.258 1.695  0.14
H 0.709 0.153 -1.850  0.09
H 1.003 1.991 -1.789  0.09
H -0.555 1.240 -1.624  0.09
H -0.360 1.587 1.776  0.13
H -0.229 2.573 0.530  0.07
H 2.144 0.339 1.356  0.16
H 2.655 0.755 -0.228  0.26



2 | Molecular formula: C8H13N2
Method: DFT, wB97M-V/def2-TZVPD

Output
LUMO energy (eV): -3.15
Charge: +1
Frontier orbital gap (eV): 10.1

Last column: Löwdin charge in e.
Atoms and positions in Å:
C 3.118 0.820 -0.740  -0.03
C 2.137 -0.330 -0.873  0.03
C 2.700 0.765 0.764  -0.04
C 3.378 -0.371 -0.012  -0.08
C 1.292 0.364 0.441  -0.05
C -1.486 1.467 -0.994  0.00
C -1.481 -1.884 0.899  -0.11
C -1.266 0.406 0.194  -0.30
N 0.133 0.665 0.830  0.15
N -1.444 -0.969 -0.220  -0.07
H 3.493 1.609 -1.205  0.11
H 3.150 1.350 1.595  0.16
H 3.906 -1.245 0.325  0.16
H -0.952 1.174 -1.941  0.10
H -2.533 1.702 -1.207  0.08
H -1.153 2.440 -0.600  0.07
H -0.492 -2.138 1.253  0.07
H -1.944 -1.385 1.822  0.11
H -2.200 -2.650 0.598  0.09
H -1.903 0.532 1.060  0.13
H -0.015 1.352 1.625  0.21
H -0.785 -1.250 -0.907  0.09
H 1.719 -0.839 -1.706  0.13



Short version: 1 is the least stable of them.



1 | Molecular formula: C20H35Cl2N4O3PrS
Method: DFT, wB97M-V/def2-TZVPD

Output
LUMO energy (alpha / beta) (eV): -0.02 / -0.01
Spin multiplicity: 3
Frontier orbital gap (alpha / beta) (eV): 4.8 / 4.8
⟨S²⟩: 2.004

Last column: Löwdin charge in e.
Atoms and positions in Å:
O -0.362 -2.433 -0.020  -0.27
C 0.024 -3.422 0.641  -0.16
C -0.547 -4.730 0.384  -0.16
C -1.860 -4.836 -0.129  0.00
H -2.460 -3.924 -0.217  0.11
C -2.359 -6.086 -0.485  -0.07
H -3.384 -6.178 -0.843  0.10
C -1.548 -7.224 -0.356  -0.08
H -1.945 -8.214 -0.587  0.10
C -0.224 -7.107 0.095  -0.08
H 0.399 -7.998 0.179  0.10
C 0.289 -5.865 0.460  -0.01
H 1.313 -5.726 0.814  0.12
H 0.882 -3.337 1.298  0.10
C 0.067 -1.887 3.474  -0.17
C 0.406 -0.778 2.593  -0.25
H 0.324 -1.708 4.533  0.06
H 0.597 -2.793 3.160  0.04
H -1.009 -2.117 3.392  0.08
C 0.797 0.467 2.757  -0.29
C 1.161 1.137 4.081  -0.13
H 0.912 1.169 1.914  0.04
H 0.985 0.472 4.935  0.05
H 0.570 2.046 4.245  0.05
H 2.219 1.426 4.093  0.05
Pr 0.093 -0.248 -0.457  0.35
Cl -2.593 -0.356 0.106  -0.01
Cl 2.477 -1.609 -0.382  0.03
H -3.421 -2.502 -3.524  0.09
H -4.708 -0.643 -3.897  0.09
C -2.630 -1.996 -2.962  -0.03
C -4.043 0.037 -3.354  -0.03
N -2.714 -0.569 -3.275  -0.17
H -1.638 -2.373 -3.230  0.10
C -1.630 0.197 -3.210  -0.27
O -0.511 -0.213 -2.772  -0.19
H -3.955 1.003 -3.869  0.09
H -1.767 1.240 -3.539  0.16
H -2.795 -2.152 -1.888  0.04
H -4.468 0.206 -2.351  0.09
H 4.734 3.547 -1.429  0.09
H 5.358 1.798 -3.427  0.09
C 4.386 2.656 -0.891  -0.02
C 4.964 1.057 -2.721  -0.03
N 3.952 1.651 -1.856  -0.17
H 3.537 2.907 -0.255  0.08
C 2.708 1.178 -1.857  -0.32
O 1.842 1.444 -0.978  -0.24
H 4.482 0.245 -3.272  0.09
H 2.476 0.468 -2.677  0.14
H 5.218 2.268 -0.289  0.10
H 5.800 0.657 -2.129  0.10
C -2.244 5.374 2.052  -0.07
N -1.582 4.088 1.761  -0.04
C -0.735 3.988 0.685  -0.80
S -0.904 2.771 -0.490  0.67
N 0.207 4.946 0.544  -0.04
C 0.768 5.711 1.671  -0.07
H -1.631 6.209 1.708  0.07
H -2.395 5.461 3.133  0.09
H -3.225 5.404 1.563  0.09
H -2.229 3.297 1.750  0.12
H 0.825 4.777 -0.256  0.12
H 1.839 5.481 1.776  0.09
H 0.669 6.791 1.481  0.08
H 0.238 5.449 2.596  0.08



2 | Molecular formula: C20H35Cl2N4O3PrS
Method: DFT, wB97M-V/def2-TZVPD

Output
LUMO energy (alpha / beta) (eV): 0.40 / 0.40
Spin multiplicity: 3
Frontier orbital gap (alpha / beta) (eV): 6.4 / 6.4
⟨S²⟩: 2.004

Last column: Löwdin charge in e.
Atoms and positions in Å:
O 0.458 -0.139 -5.555  -0.06
C -0.331 0.289 -6.374  -0.24
C -0.130 1.554 -7.140  -0.19
C 0.994 2.353 -6.865  -0.02
H 1.693 2.050 -6.083  0.12
C 1.202 3.522 -7.597  -0.08
H 2.072 4.144 -7.379  0.10
C 0.296 3.896 -8.603  -0.08
H 0.459 4.812 -9.171  0.10
C -0.821 3.090 -8.878  -0.08
H -1.528 3.374 -9.658  0.10
C -1.029 1.922 -8.148  -0.04
H -1.882 1.268 -8.336  0.11
H -1.266 -0.263 -6.636  0.13
C -2.436 1.811 -0.596  -0.18
C -1.991 0.900 0.464  -0.36
H -3.316 2.410 -0.340  0.06
H -2.690 1.274 -1.520  0.06
H -1.652 2.522 -0.889  0.05
C -2.532 0.505 1.582  -0.27
C -3.817 1.001 2.187  -0.12
H -2.088 -0.259 2.228  0.05
H -4.282 1.783 1.580  0.06
H -3.652 1.401 3.193  0.06
H -4.534 0.182 2.309  0.06
Pr 0.232 0.184 -0.651  0.08
Cl 1.417 2.495 -0.212  0.01
Cl -0.723 -0.352 -3.024  0.11
H 3.954 -0.059 -3.213  0.10
H 5.595 0.918 -1.554  0.09
C 3.135 0.108 -2.501  -0.03
C 4.748 1.108 -0.883  -0.04
N 3.687 0.141 -1.140  -0.18
H 2.388 -0.690 -2.618  0.08
C 3.166 -0.565 -0.134  -0.32
O 2.187 -1.350 -0.285  -0.17
H 5.063 0.984 0.159  0.09
H 3.599 -0.349 0.861  0.15
H 2.666 1.078 -2.736  0.10
H 4.382 2.133 -1.035  0.08
H -1.449 -5.256 1.402  0.09
H -0.245 -6.020 -0.899  0.09
C -1.910 -4.465 0.794  -0.02
C -0.762 -5.159 -1.331  -0.04
N -1.040 -4.130 -0.335  -0.17
H -2.025 -3.547 1.374  0.09
C -0.569 -2.890 -0.481  -0.28
O -0.804 -1.947 0.317  -0.15
H -0.127 -4.730 -2.107  0.09
H 0.061 -2.719 -1.387  0.12
H -2.884 -4.821 0.428  0.10
H -1.675 -5.536 -1.801  0.09
C 0.912 1.279 5.753  -0.09
N 0.180 1.179 4.501  -0.05
C 0.140 -0.015 3.825  -0.75
S 0.667 -0.071 2.210  0.75
N -0.263 -1.144 4.446  -0.03
C -0.930 -1.249 5.729  -0.07
H 1.081 0.321 6.223  0.08
H 0.382 1.919 6.447  0.08
H 1.871 1.752 5.580  0.08
H 0.445 1.920 3.837  0.13
H -0.382 -1.921 3.791  0.13
H -1.887 -1.737 5.600  0.08
H -0.374 -1.886 6.408  0.08
H -1.092 -0.295 6.210  0.08



Short version: 1 is the least stable of them.



1 | Molecular formula: CH12NO4
Method: DFT, wB97M-V/def2-TZVPD

Output
LUMO energy (eV): -4.36
Charge: +1
Frontier orbital gap (eV): 10.3

Last column: Löwdin charge in e.
Atoms and positions in Å:
C 2.730 -0.003 -0.205  0.14
N 1.555 0.378 0.045  0.19
H 3.641 0.631 0.025  0.14
H 2.939 -0.867 -0.855  0.13
H 0.735 -0.169 -0.212  0.09
H 1.328 1.282 0.452  0.13
H -0.305 -2.494 -0.535  0.06
H -0.472 -1.635 -1.905  0.03
O 0.022 -1.768 -1.073  -0.07
H -1.345 2.637 0.512  0.07
H -1.000 1.658 1.467  0.01
O -0.930 1.756 0.504  -0.07
H -0.234 0.529 3.678  0.06
H -1.260 -0.222 2.626  0.06
O -0.428 0.221 2.792  -0.05
H -2.335 0.077 -1.663  0.05
H -2.607 -0.844 -2.870  0.07
O -1.924 -0.581 -2.234  -0.05



2 | Molecular formula: CH12NO4
Method: DFT, wB97M-V/def2-TZVPD

Output
LUMO energy (eV): -4.97
Charge: +1
Frontier orbital gap (eV): 9.2

Last column: Löwdin charge in e.
Atoms and positions in Å:
C 0.570 0.570 0.668  0.16
N -0.561 0.432 0.104  0.18
H 1.472 0.157 0.234  0.12
H 0.645 0.911 1.697  0.13
H -1.413 0.668 0.607  0.13
H -0.752 -0.441 -0.419  0.11
H 4.189 0.837 3.209  0.03
H 4.232 1.213 1.755  0.04
O 3.676 1.251 2.535  -0.05
H -2.475 -2.035 1.657  0.06
H -3.449 -0.973 1.763  0.07
O -2.582 -1.118 1.359  -0.05
H 0.989 -2.399 -1.209  0.06
H -0.568 -2.437 -1.477  0.05
O 0.211 -1.895 -1.435  -0.03
H -1.987 2.365 -3.867  0.04
H -0.884 1.046 -3.749  0.04
O -1.314 1.849 -3.432  -0.07



Short version: 2 is the least stable of them.



1 | Molecular formula: C3H9N2O
Method: DFT, wB97M-V/def2-TZVPD

Output
LUMO energy (alpha / beta) (eV): -4.89 / -4.89
Charge: +1
Frontier orbital gap (alpha / beta) (eV): 8.9 / 8.9

Last column: Löwdin charge in e.
Atoms and positions in Å:
C -0.359 -0.817 -0.132  -0.08
C 0.482 -1.812 0.437  -0.03
C 0.136 2.102 -0.508  -0.06
N 0.721 0.786 -0.772  -0.13
N -1.608 -0.866 -0.437  0.22
O 1.968 0.502 -0.448  -0.04
H 0.258 -1.793 1.509  0.13
H 1.639 -1.655 0.312  0.14
H 0.308 -2.792 0.119  0.08
H 0.599 2.623 -1.343  0.10
H -0.950 1.931 -0.864  0.11
H 0.090 2.488 0.521  0.10
H -2.149 -1.664 -0.601  0.13
H -2.289 -0.125 -0.395  0.14
H 2.204 0.728 0.529  0.18



2 | Molecular formula: C3H9N2O
Method: DFT, wB97M-V/def2-TZVPD

Output
LUMO energy (eV): -3.55
Charge: +1
Frontier orbital gap (eV): 11.8

Last column: Löwdin charge in e.
Atoms and positions in Å:
C 0.155 1.063 -0.954  -0.07
C 0.591 0.668 0.463  -0.31
O 0.426 1.816 1.313  0.01
C -0.137 -0.816 0.492  -0.30
N 0.522 -1.821 0.010  0.20
N -1.343 -0.867 1.075  0.22
H -0.966 1.251 -0.939  0.11
H 0.354 0.347 -1.721  0.07
H 0.460 2.157 -1.250  0.14
H 1.732 0.628 0.510  0.18
H -0.381 2.200 0.959  0.09
H 1.360 -1.532 -0.580  0.18
H 0.147 -2.845 0.011  0.21
H -1.834 -0.095 1.549  0.16
H -1.797 -1.763 1.167  0.13



3 | Molecular formula: C3H9N2O
Method: DFT, wB97M-V/def2-TZVPD

Output
LUMO energy (eV): -4.06
Charge: +1
Frontier orbital gap (eV): 9.0

Last column: Löwdin charge in e.
Atoms and positions in Å:
N 1.483 1.291 -0.827  0.11
C 0.501 0.277 -0.793  -0.13
C 0.507 -1.644 0.324  0.13
C -0.530 0.438 0.208  -0.36
N -1.856 0.288 -0.111  0.20
O -0.267 1.054 1.447  0.09
H 1.578 1.802 0.030  0.10
H 2.017 1.455 -1.737  0.16
H -0.707 0.712 2.222  0.13
H 0.125 -0.127 -1.790  0.17
H 0.038 -1.562 1.322  0.06
H 1.579 -1.682 0.352  0.04
H 0.128 -2.205 -0.556  0.07
H -2.539 0.447 0.578  0.11
H -2.058 -0.545 -0.670  0.14



Short version: 1 is the least stable of them.



1 | Molecular formula: CH2N2S2
Method: DFT, wB97M-V/def2-TZVPD

Output
LUMO energy (eV): 0.31
Frontier orbital gap (eV): 8.9

Last column: Löwdin charge in e.
Atoms and positions in Å:
C 0.440 -0.067 0.978  -0.43
N 1.191 0.864 0.653  -0.40
S 0.621 2.007 -0.406  0.82
N -0.859 1.156 -0.866  -0.73
S -1.471 0.054 0.324  0.73
H 0.801 -0.908 1.520  0.06
H -0.834 0.543 -1.628  -0.04



2 | Molecular formula: CH2N2S2
Method: DFT, wB97M-V/def2-TZVPD

Output
LUMO energy (eV): -0.99
Frontier orbital gap (eV): 9.2

Last column: Löwdin charge in e.
Atoms and positions in Å:
C 0.788 0.729 -1.110  -0.25
N 1.675 1.229 -1.609  0.07
N -0.548 -0.113 -0.144  -0.94
S -0.974 1.034 1.030  0.68
S -0.026 -1.646 0.317  0.69
H 0.133 1.042 1.807  -0.13
H -1.047 -2.275 -0.291  -0.12



Short version: 2 is the least stable of them.



1 | Molecular formula: H2N2O2S
Method: DFT, wB97M-V/def2-TZVPD

Output
LUMO energy (alpha / beta) (eV): -1.33 / -2.07
Frontier orbital gap (alpha / beta) (eV): 8.3 / 6.7

Last column: Löwdin charge in e.
Atoms and positions in Å:
N -0.921 -1.494 -0.552  -0.37
N 1.116 1.929 0.666  -0.17
O -0.049 1.513 0.532  -0.27
O 2.146 1.301 0.768  0.03
S -1.590 -0.009 0.037  0.76
H -0.284 -1.837 0.029  -0.06
H -0.418 -1.404 -1.479  0.06



2 | Molecular formula: H2N2O2S
Method: DFT, wB97M-V/def2-TZVPD

Output
LUMO energy (eV): -0.29
Frontier orbital gap (eV): 8.0

Last column: Löwdin charge in e.
Atoms and positions in Å:
N -1.040 -0.849 -0.184  -0.40
N -1.882 -0.888 -0.917  0.21
O -0.190 -1.878 1.957  -0.61
O 0.757 1.152 -0.826  -0.13
S 0.018 -0.760 1.019  0.84
H 0.614 1.886 -0.250  0.02
H 1.722 1.337 -0.799  0.07



Short version: 1 is the least stable of them.



1 | Molecular formula: C2H4N2O2
Method: DFT, wB97M-V/def2-TZVPD

Output
LUMO energy (eV): 0.43
Frontier orbital gap (eV): 10.4

Last column: Löwdin charge in e.
Atoms and positions in Å:
N -1.823 0.009 -0.098  0.15
C -0.569 0.552 -0.030  -0.58
O -0.378 1.749 -0.001  0.09
N 0.481 -0.403 -0.046  0.11
C 1.837 -0.127 -0.017  -0.34
O 2.397 0.922 -0.078  0.08
H -2.522 0.710 0.127  0.11
H -2.063 -0.976 -0.073  0.10
H 0.226 -1.367 0.141  0.13
H 2.413 -1.068 0.073  0.13



2 | Molecular formula: C2H4N2O2
Method: DFT, wB97M-V/def2-TZVPD

Output
LUMO energy (alpha / beta) (eV): -0.53 / -0.53
Frontier orbital gap (alpha / beta) (eV): 9.0 / 9.0

Last column: Löwdin charge in e.
Atoms and positions in Å:
C 0.466 1.452 -0.968  0.13
N 0.331 0.617 0.085  -0.26
O 0.688 0.925 1.263  -0.06
C -0.039 -0.795 -0.224  -0.29
N -0.993 -1.298 1.110  0.13
O 0.218 -1.432 -1.191  0.15
H 0.639 2.528 -1.022  0.10
H 0.032 1.209 -1.874  0.05
H -0.490 -0.924 1.853  0.00
H -0.852 -2.283 0.967  0.04



3 | Molecular formula: C2H4N2O2
Method: DFT, wB97M-V/def2-TZVPD

Output
LUMO energy (eV): 0.32
Frontier orbital gap (eV): 9.1

Last column: Löwdin charge in e.
Atoms and positions in Å:
C 1.835 -0.322 -0.015  0.07
N 0.656 -0.394 0.176  0.02
O 0.093 0.863 -0.068  -0.01
C -1.192 0.938 0.012  -0.31
N -2.107 0.055 0.161  0.00
O -1.649 -1.289 -0.148  -0.19
H 2.380 0.558 -0.238  0.11
H 2.211 -1.247 0.077  0.07
H -1.671 1.974 -0.153  0.16
H -0.556 -1.136 0.197  0.08



Short version: 3 is the least stable of them.